1.
The following is a quantum chemistry calculation of a 2-piece molecular cluster, CH5NP2 overall, from OMol25.

Last column: Mulliken charge in e.
Cartesian coordinates (Å):
C -1.078 -1.228 0.390  -0.89
N 0.929 0.729 -0.902  -0.33
P 1.588 2.086 -0.856  -0.02
P -0.915 0.615 0.660  0.16
H -1.846 -1.711 1.045  0.33
H -0.159 -1.741 0.574  0.32
H -1.061 -1.511 -0.651  0.31
H 2.554 1.986 -1.991  0.05
H -0.012 0.775 1.730  0.06

lowest unoccupied orbital energy (alpha / beta) = -0.0232 / -0.0232 Ha
gap between HOMO and LUMO (alpha / beta) = 7.7 / 7.7 eV

2.
The following is a quantum chemistry calculation of C5H10N2O as an isolated structure, from OMol25.

Last column: Mulliken charge in e.
Cartesian coordinates (Å):
C 2.040 0.702 0.322  -0.73
C 1.819 -0.691 -0.016  0.00
C -0.707 0.055 0.091  1.17
C -1.539 -0.991 0.696  -0.37
C -1.697 0.903 -0.461  -0.70
H 0.880 1.281 1.023  0.29
H 2.230 1.148 -0.925  0.23
H 2.988 0.912 1.094  0.30
H 2.742 -1.560 0.168  0.27
H -0.460 -0.906 -1.676  0.28
H 0.081 0.564 0.774  -0.46
H -1.628 -1.998 0.526  0.27
H -1.636 -0.742 1.794  0.22
H -1.536 1.427 -1.674  0.26
H -1.760 1.810 0.165  0.26
N 0.960 -1.241 -0.656  -0.58
N 0.012 -0.285 -1.116  -0.25
O -2.789 -0.388 -0.129  -0.46

lowest unoccupied orbital energy = 0.0201 Ha
gap between HOMO and LUMO = 10.0 eV

3.
The following is a quantum chemistry calculation of a 13-piece molecular cluster, C6H38NO13 overall, from OMol25.

Last column: Mulliken charge in e.
Cartesian coordinates (Å):
C 2.122 -0.598 0.021  -0.17
N 1.514 -0.529 1.362  -0.09
C 2.043 0.595 2.087  -0.77
O 1.321 1.867 1.863  -0.68
C 2.054 -1.929 -0.737  -1.01
C 0.933 -2.046 -1.786  0.10
C 1.481 -1.662 -3.168  -0.98
C 1.870 -0.168 -3.318  -0.81
H 1.867 0.262 -0.614  0.12
H 3.188 -0.398 0.191  0.53
H 0.516 -0.380 1.266  -0.10
H 3.042 0.980 1.900  0.54
H 1.763 0.489 3.135  0.33
H 3.076 -2.075 -1.089  0.50
H 1.773 -2.636 0.035  0.27
H 0.405 -2.986 -1.769  0.22
H 0.176 -1.280 -1.581  0.09
H 0.774 -1.806 -3.992  0.42
H 2.321 -2.291 -3.443  0.41
H 1.190 0.370 -2.664  0.01
H 2.906 0.136 -3.282  0.33
H 1.512 0.076 -4.326  0.34
H -0.386 -3.159 2.779  0.35
H 0.638 -3.288 3.794  0.32
O 0.278 -3.803 3.060  -0.64
H -1.020 -3.441 -0.813  0.33
H -2.219 -2.636 0.045  0.39
O -1.875 -3.057 -0.762  -0.69
H -0.650 2.317 3.909  0.29
H -1.435 2.141 2.481  0.45
O -1.499 2.170 3.489  -0.77
H -1.604 0.158 -0.897  0.20
H -1.390 0.849 0.372  0.47
O -1.548 -0.065 0.048  -0.24
H -1.942 0.010 3.979  0.32
H -0.772 0.195 3.134  0.35
O -1.170 -0.482 3.689  -0.68
H -3.263 -2.332 1.911  0.24
H -1.716 -1.791 2.098  0.32
O -2.335 -2.476 1.824  -0.70
H -2.971 3.617 -0.691  0.27
H -1.845 2.672 -0.298  0.08
O -2.390 2.979 -1.112  -0.77
H -2.135 0.759 -3.018  0.30
H -1.329 1.764 -2.269  0.34
O -1.243 0.886 -2.669  -0.58
H 0.314 1.872 1.620  0.40
H -0.796 3.322 1.012  0.28
O -0.949 2.372 0.976  -1.20
H -3.251 -1.071 -1.195  0.29
H -2.956 -2.283 -1.989  0.42
O -3.671 -1.601 -1.887  -0.70
H 0.595 3.210 -0.552  0.27
H -0.584 3.784 -1.450  0.41
O 0.360 3.826 -1.250  -0.72
H 3.076 3.497 -0.253  0.30
H 2.493 2.382 0.576  0.38
O 3.342 2.709 0.219  -0.67

lowest unoccupied orbital energy = 0.1008 Ha
charge = -1
gap between HOMO and LUMO = 9.1 eV

4.
The following is a quantum chemistry calculation of a 9-piece molecular cluster, C27H35F7N2O23 overall, from OMol25.

Last column: Mulliken charge in e.
Cartesian coordinates (Å):
O 0.526 3.530 -3.960  -0.52
C 1.404 4.134 -3.405  0.65
O 2.653 4.205 -3.831  -0.40
C 3.498 4.809 -2.843  -0.23
C 2.513 5.326 -1.809  0.84
F 2.525 6.710 -1.803  -0.35
O 1.294 4.798 -2.226  -0.30
H 4.139 3.974 -2.532  0.12
H 4.025 5.661 -3.282  0.29
H 2.824 4.987 -0.814  -0.07
O -0.939 -1.473 3.936  -0.51
C -1.261 -2.623 3.896  0.55
O -0.394 -3.643 3.749  -0.30
C -1.146 -4.770 3.351  -0.11
C -2.564 -4.429 3.750  0.52
F -3.045 -5.153 4.811  -0.41
O -2.511 -3.046 4.051  -0.30
H -0.972 -4.868 2.270  -0.03
H -0.796 -5.704 3.846  0.41
H -3.202 -4.586 2.869  0.17
O 1.371 -6.068 -0.125  -0.51
C 1.315 -4.963 0.130  0.42
O 1.063 -4.410 1.305  -0.36
C 0.774 -2.996 1.041  0.34
C 1.440 -2.744 -0.325  1.25
F 2.766 -2.432 -0.118  -0.43
O 1.315 -4.011 -0.870  -0.33
H -0.355 -2.952 1.013  -0.61
H 1.066 -2.351 1.821  0.29
H 0.913 -1.973 -0.893  -0.23
O 4.951 4.744 0.610  -0.51
C 4.972 3.581 0.544  0.56
O 4.358 2.849 -0.397  -0.12
C 4.499 1.487 -0.039  0.21
C 5.724 1.504 0.832  0.08
F 6.856 1.444 0.070  -0.35
O 5.632 2.716 1.433  -0.37
H 3.590 1.121 0.498  -0.42
H 4.647 0.845 -0.857  0.45
H 5.623 0.672 1.502  0.48
O 2.308 3.135 2.437  -0.40
C 2.061 2.297 3.200  0.63
O 0.844 2.025 3.852  -0.39
C 0.963 1.081 4.885  -0.27
C 2.305 0.416 4.529  0.25
F 2.118 -0.609 3.612  -0.15
O 2.976 1.365 3.814  -0.33
H 1.066 1.569 5.870  0.39
H 0.118 0.361 4.811  0.10
H 2.842 0.161 5.481  0.24
O 1.391 1.608 -1.103  -0.46
C 0.482 1.388 -0.358  0.04
O -0.732 1.911 -0.449  -0.17
C -1.493 1.596 0.754  -0.37
C -0.690 0.383 1.276  0.50
F -1.220 -0.749 0.764  0.08
O 0.563 0.600 0.736  -0.07
H -1.333 2.408 1.520  0.26
H -2.579 1.646 0.514  0.26
H -0.516 0.370 2.332  -0.23
O -5.135 0.236 -1.340  -0.49
C -4.583 1.152 -1.851  0.45
O -5.086 1.896 -2.910  -0.43
C -4.132 2.829 -3.396  -0.47
C -3.154 2.924 -2.174  0.39
F -3.635 3.774 -1.262  -0.32
O -3.346 1.610 -1.634  0.19
H -3.768 2.475 -4.336  0.32
H -4.591 3.823 -3.485  0.33
H -2.127 3.057 -2.391  0.17
C -0.535 0.569 -4.393  -0.59
N 0.541 -0.419 -4.486  -0.18
C 0.538 -1.448 -3.646  0.76
C 1.422 -2.650 -3.884  -1.02
O -0.399 -1.394 -2.804  -0.51
H -0.233 1.407 -4.954  0.47
H -0.659 0.784 -3.351  -0.09
H -1.492 0.146 -4.777  0.25
H 1.111 -0.509 -5.265  0.17
H 2.231 -2.534 -4.627  0.38
H 0.745 -3.404 -4.283  0.28
H 1.874 -2.964 -2.962  0.17
C -5.014 -2.238 2.323  -1.03
N -4.567 -2.084 0.956  -0.05
C -3.365 -2.614 0.536  0.80
C -3.099 -2.403 -0.938  -1.35
O -2.684 -3.323 1.212  -0.53
H -6.108 -2.160 2.361  0.39
H -4.584 -1.505 2.967  0.30
H -4.707 -3.159 2.679  0.30
H -5.060 -1.490 0.310  0.21
H -3.992 -2.712 -1.501  0.56
H -2.273 -3.075 -1.139  0.43
H -2.701 -1.461 -1.236  -0.02

SMILES = O=C1OC[C@@H](F)O1.O=C1OC[C@@H](F)O1.O=C1OC[C@@H](F)O1.O=C1OC[C@@H](F)O1.O=C1OC[C@@H](F)O1.O=C1OC[C@@H](F)O1.O=C1OC[C@@H](F)O1.CNC(C)=O.CNC(C)=O
lowest unoccupied orbital energy = 0.0168 Ha
gap between HOMO and LUMO = 10.1 eV

5.
The following is a quantum chemistry calculation of C26H22BrMnN3O5 as an isolated structure, from OMol25.

Last column: Mulliken charge in e.
Cartesian coordinates (Å):
Mn -0.258 0.140 0.361  1.19
O -0.254 -1.661 3.843  -0.60
C -0.191 -1.450 2.671  0.03
O -0.643 -0.357 2.061  -0.67
C 0.425 -2.412 1.689  0.75
C 0.757 -3.722 2.056  -0.87
C 1.272 -4.547 1.099  -0.80
C 1.468 -4.066 -0.217  0.93
C 1.995 -4.868 -1.261  -0.75
C 2.159 -4.352 -2.512  -0.73
C 1.814 -3.005 -2.781  -0.86
C 1.309 -2.206 -1.798  0.04
C 1.120 -2.729 -0.496  -0.46
N 0.594 -1.929 0.478  0.28
H 0.585 -4.032 3.078  0.56
H 1.534 -5.573 1.332  0.46
H 2.270 -5.893 -1.043  0.43
H 2.561 -4.969 -3.306  0.42
H 1.955 -2.609 -3.778  0.50
H 1.042 -1.173 -1.987  0.68
C 3.524 0.909 -0.949  -1.73
C 2.384 1.665 -0.287  1.79
C 2.824 3.012 0.256  -1.46
O 1.822 0.846 0.788  -0.48
C 1.269 1.829 -1.318  0.08
O 1.319 2.651 -2.184  -0.60
O 0.280 0.940 -1.195  -0.46
H 4.362 0.803 -0.256  0.49
H 3.870 1.468 -1.818  0.42
H 3.201 -0.082 -1.277  0.33
H 3.802 2.936 0.734  0.38
H 2.106 3.383 0.988  0.22
H 2.884 3.725 -0.564  0.37
H 2.512 0.270 1.136  0.31
Br -1.312 6.312 4.277  -0.16
C -1.500 4.840 3.123  0.06
C -0.399 4.050 2.837  -0.99
C -0.549 2.965 1.993  -0.34
C -1.778 2.683 1.418  0.50
C -2.884 3.461 1.739  -0.75
C -2.745 4.545 2.587  -0.77
N -1.862 1.562 0.540  0.58
C -2.773 1.443 -0.328  -0.36
C -2.887 0.203 -1.113  0.59
C -3.932 0.021 -1.993  -0.87
C -4.017 -1.180 -2.687  -0.37
C -3.060 -2.148 -2.455  -1.00
C -2.048 -1.884 -1.540  -0.10
N -1.958 -0.733 -0.888  0.24
H 0.560 4.275 3.282  0.48
H 0.303 2.330 1.788  0.84
H -3.869 3.209 1.363  0.40
H -3.602 5.152 2.842  0.43
H -3.502 2.229 -0.509  0.47
H -4.667 0.804 -2.128  0.45
H -4.820 -1.353 -3.392  0.45
H -3.083 -3.099 -2.968  0.45
H -1.289 -2.626 -1.326  0.55

⟨S²⟩ = 6.0401
lowest unoccupied orbital energy (alpha / beta) = -0.1560 / -0.1475 Ha
charge = +1
gap between HOMO and LUMO (alpha / beta) = 7.2 / 7.4 eV
2S+1 = 5

6.
The following is a quantum chemistry calculation of a 3-piece molecular cluster, C5H17N2O2 overall, from OMol25.

Last column: Mulliken charge in e.
Cartesian coordinates (Å):
C -3.218 -1.479 0.162  -1.36
C -1.868 -0.825 0.181  -0.23
C -1.061 -1.197 -1.084  -0.94
C 0.295 -0.592 -1.053  0.33
C 0.713 0.432 -1.841  -0.23
N 1.923 1.037 -1.745  -0.17
N 1.200 -1.164 -0.010  -0.14
H -3.175 -2.556 -0.003  0.38
H -3.894 -1.078 -0.698  0.33
H -3.708 -1.252 1.078  0.38
H -1.974 0.246 0.150  0.33
H -1.367 -1.083 1.093  0.40
H -1.671 -0.802 -1.972  0.45
H -1.048 -2.281 -1.218  0.41
H 0.048 0.747 -2.648  0.44
H 2.166 1.829 -2.344  0.34
H 2.419 1.045 -0.940  0.19
H 1.594 -0.386 0.651  0.29
H 0.714 -1.849 0.491  0.41
H 2.016 -1.591 -0.477  0.43
H 0.517 2.681 3.266  0.35
H 0.997 3.676 2.232  0.33
O 0.822 2.755 2.335  -0.70
H 1.870 1.652 1.582  0.40
H 3.244 1.030 1.647  0.31
O 2.447 1.005 1.165  -0.72

⟨S²⟩ = 0.7639
lowest unoccupied orbital energy (alpha / beta) = -0.2708 / -0.4196 Ha
charge = +2
gap between HOMO and LUMO (alpha / beta) = 11.1 / 7.1 eV
2S+1 = 2

7.
The following is a quantum chemistry calculation of an isolated molecule of C15H16Cl2, from OMol25.

Last column: Mulliken charge in e.
Cartesian coordinates (Å):
C -3.010 -2.695 -0.340  -1.16
C -2.550 -1.385 0.246  -0.03
C -1.227 -1.163 0.447  -0.92
C -0.679 0.135 0.869  0.89
C 0.420 0.712 0.220  0.49
C 1.126 0.022 -0.871  -0.18
C 0.507 -0.225 -2.123  -0.38
C 1.212 -0.973 -3.083  -0.70
C 2.562 -1.338 -2.831  0.43
Cl 3.363 -2.371 -3.917  -0.21
C 3.156 -1.029 -1.616  -0.05
Cl 4.778 -1.488 -1.209  -0.21
C 2.449 -0.295 -0.681  -0.50
C 1.010 2.053 0.650  -0.69
C 0.117 2.877 1.608  -0.88
C -0.479 1.951 2.670  -0.96
C -1.374 0.884 1.982  -0.83
H -3.565 -3.205 0.459  0.31
H -2.137 -3.315 -0.648  0.29
H -3.620 -2.487 -1.208  0.32
H -3.269 -0.582 0.436  0.38
H -0.564 -1.954 0.161  0.36
H -0.512 0.044 -2.334  0.50
H 0.776 -1.233 -4.034  0.41
H 3.007 -0.072 0.225  0.40
H 1.212 2.702 -0.200  0.35
H 1.967 1.864 1.158  0.36
H 0.690 3.690 2.048  0.40
H -0.760 3.284 1.054  0.31
H 0.346 1.439 3.160  0.36
H -0.954 2.585 3.381  0.39
H -2.293 1.389 1.589  0.33
H -1.703 0.179 2.733  0.38

SMILES = C/C=C/C1=C(c2ccc(Cl)c(Cl)c2)CCCC1
lowest unoccupied orbital energy = 0.0245 Ha
gap between HOMO and LUMO = 8.8 eV

8.
The following is a quantum chemistry calculation of a 13-piece molecular cluster, C39H39F13O39 overall, from OMol25.

Last column: Mulliken charge in e.
Cartesian coordinates (Å):
C -5.537 -0.921 -0.920  -0.27
C -4.021 -0.859 -1.172  0.73
O -3.799 -1.421 -2.453  -0.31
C -4.970 -2.078 -2.827  0.61
O -5.037 -2.678 -3.822  -0.49
O -5.943 -1.793 -1.969  -0.37
F -3.438 -1.737 -0.273  -0.22
H -6.089 0.010 -1.135  0.26
H -5.791 -1.369 0.060  0.31
H -3.469 0.094 -1.048  -0.23
C -3.849 0.629 4.947  0.78
C -3.713 2.134 4.906  0.44
O -4.980 2.698 4.944  -0.39
C -5.931 1.673 4.947  0.53
O -7.084 1.829 4.899  -0.45
O -5.270 0.507 4.808  -0.38
F -3.029 2.513 3.761  -0.17
H -3.477 0.174 5.886  0.20
H -3.395 0.182 4.089  -0.63
H -3.049 2.605 5.653  0.04
C -0.809 -4.613 -2.699  -0.30
C -0.923 -3.271 -1.977  0.98
O -0.394 -2.320 -2.844  0.52
C 0.481 -2.931 -3.705  0.18
O 1.241 -2.411 -4.382  -0.46
O 0.321 -4.302 -3.553  -0.47
F -0.075 -3.338 -0.852  -0.25
H -1.654 -4.906 -3.293  0.34
H -0.497 -5.389 -2.009  0.33
H -1.838 -2.958 -1.515  -0.89
C 7.339 0.315 -1.581  -0.49
C 8.024 1.607 -1.746  0.39
O 7.264 2.347 -2.604  -0.33
C 6.380 1.404 -3.244  0.67
O 5.638 1.697 -4.130  -0.54
O 6.379 0.296 -2.608  -0.22
F 9.204 1.300 -2.439  -0.34
H 6.885 0.287 -0.599  0.26
H 7.997 -0.572 -1.677  0.31
H 8.157 2.201 -0.807  0.30
C 3.252 -3.495 3.075  0.11
C 2.106 -4.329 2.518  1.43
O 1.346 -4.774 3.588  -0.36
C 2.076 -4.688 4.694  0.45
O 1.730 -4.941 5.767  -0.45
O 3.271 -3.937 4.440  -0.44
F 2.673 -5.425 1.875  -0.36
H 3.012 -2.428 2.984  0.06
H 4.263 -3.655 2.659  0.22
H 1.408 -3.824 1.868  -0.59
C 1.488 1.556 4.942  -0.42
C 0.283 2.085 5.694  0.27
O -0.636 1.072 5.624  -0.32
C -0.248 0.255 4.593  0.60
O -0.881 -0.614 4.105  -0.39
O 1.028 0.367 4.331  -0.21
F -0.159 3.253 5.023  -0.32
H 2.354 1.240 5.562  0.32
H 1.766 2.251 4.150  0.20
H 0.441 2.402 6.726  0.31
C -3.543 -2.594 2.565  0.58
C -2.409 -3.541 2.205  1.31
O -2.930 -4.271 1.096  -0.35
C -4.320 -4.245 1.213  0.66
O -5.052 -5.029 0.692  -0.56
O -4.753 -3.313 2.097  -0.45
F -2.128 -4.474 3.194  -0.39
H -3.433 -1.670 1.979  -0.60
H -3.550 -2.349 3.611  0.43
H -1.514 -3.008 1.925  -0.64
C -2.199 3.575 -3.379  -0.17
C -3.187 2.531 -3.879  1.27
O -2.671 2.121 -5.114  -0.35
C -1.564 2.786 -5.414  0.65
O -0.883 2.623 -6.416  -0.62
O -1.335 3.752 -4.496  -0.41
F -4.319 3.243 -4.176  -0.37
H -1.505 3.208 -2.643  0.07
H -2.802 4.504 -3.273  0.44
H -3.290 1.657 -3.212  -0.42
C 1.457 1.120 -4.495  -0.81
C 2.239 0.573 -3.329  0.21
O 1.226 0.074 -2.518  0.45
C 0.045 0.594 -2.780  -0.86
O -0.942 0.531 -2.096  0.08
O 0.127 1.253 -4.010  -0.31
F 2.779 1.639 -2.673  -0.09
H 1.326 0.559 -5.384  0.38
H 1.751 2.101 -4.788  0.35
H 2.992 -0.170 -3.487  0.28
C -4.904 3.399 0.580  0.41
C -3.491 3.886 0.374  0.57
O -3.499 5.333 0.385  -0.41
C -4.826 5.691 0.496  0.44
O -5.296 6.756 0.490  -0.48
O -5.637 4.600 0.512  -0.42
F -3.074 3.648 -0.942  -0.29
H -4.940 2.924 1.579  -0.07
H -5.092 2.804 -0.298  0.19
H -2.694 3.550 1.020  0.06
C 4.923 4.136 -2.092  -0.56
C 3.795 5.125 -1.581  0.16
O 3.287 4.574 -0.437  -0.27
C 3.698 3.279 -0.360  0.30
O 3.332 2.426 0.395  -0.49
O 4.735 3.017 -1.222  -0.01
F 2.795 5.127 -2.530  -0.27
H 5.881 4.573 -1.967  0.53
H 4.677 3.985 -3.151  0.28
H 4.149 6.135 -1.414  0.27
C 3.627 -4.285 -2.053  -0.49
C 4.310 -4.680 -0.734  0.42
O 4.278 -3.502 0.061  -0.35
C 3.556 -2.547 -0.560  0.65
O 3.356 -1.493 -0.061  -0.53
O 3.118 -2.971 -1.724  -0.09
F 5.569 -4.991 -1.055  -0.34
H 2.889 -4.972 -2.512  0.21
H 4.392 -4.090 -2.831  0.30
H 3.856 -5.523 -0.245  0.29
C 0.822 0.685 0.986  -0.10
C 0.385 -0.658 0.565  1.39
O -1.012 -0.672 0.643  0.73
C -1.465 0.468 1.317  -0.19
O -2.599 0.821 1.454  -0.22
O -0.360 1.139 1.774  -0.36
F 0.790 -1.571 1.485  -0.26
H 0.801 1.319 0.112  -0.05
H 1.666 0.774 1.669  0.38
H 0.763 -1.001 -0.383  -1.17

lowest unoccupied orbital energy = -0.0046 Ha
gap between HOMO and LUMO = 10.8 eV

Number 1: E -21182.067 eV. Number 2: E -10364.875 eV. Number 3: E -34948.142 eV. Number 4: E -97663.691 eV. Number 5: E -143387.393 eV. Number 6: E -12518.187 eV. Number 7: E -40858.853 eV. Number 8: E -156257.133 eV.